one | Molecular formula: C5H13NO3
Method: DFT, wB97M-V/def2-TZVPD

Properties
Highest occupied orbital energy (alpha / beta) = -8.68 / -8.68 eV
Molecular weight = 135.16 u
Orbital gap (alpha / beta) = 7.43 / 7.42 eV

Each line ends with the natural charge from an NBO analysis.
CARTESIAN COORDINATES (ANGSTROEM)
H1 1.23 -2.65 -1.60  0.19
H2 -2.70 1.66 0.15  0.17
H3 1.61 -0.21 2.21  0.37
C1 -2.18 0.84 0.64  -0.26
O1 2.01 -2.19 0.83  -0.68
O2 0.15 -1.46 -0.26  -0.57
H4 0.18 0.46 -1.33  0.30
H5 -0.61 2.07 -1.45  0.23
C2 0.85 1.85 0.10  0.15
O3 -1.02 1.35 1.29  -0.74
H6 0.14 -3.53 -0.51  0.19
H7 1.09 1.82 -1.97  0.26
C3 0.32 1.54 -1.23  -0.75
H8 -1.92 0.07 -0.10  0.18
H9 -2.85 0.39 1.38  0.19
H10 0.55 2.74 0.63  0.21
H11 -0.37 0.58 1.53  0.51
H12 -0.54 -2.53 -1.83  0.18
H13 1.81 1.43 0.37  0.22
C4 0.26 -2.61 -1.10  -0.25
C5 1.12 -1.36 0.74  0.84
N1 0.89 -0.28 1.50  -0.94

two | Molecular formula: C5H13NO3
Method: DFT, wB97M-V/def2-TZVPD

Properties
Highest occupied orbital energy = -9.64 eV
Molecular weight = 135.16 u
Structure (SMILES) = CC(=O)C(C)(C)O.NO
Orbital gap = 10.29 eV

Each line ends with the natural charge from an NBO analysis.
CARTESIAN COORDINATES (ANGSTROEM)
O1 1.41 -1.33 -0.93  -0.54
C1 1.36 -0.60 1.34  -0.74
H1 -2.59 -1.67 0.21  0.21
H2 -2.28 -0.41 -1.79  0.20
H3 -1.37 -1.80 1.46  0.22
H4 2.39 -0.24 1.24  0.25
H5 0.24 1.69 -0.15  0.49
H6 1.94 3.54 0.35  0.33
C2 0.78 -0.78 -0.04  0.60
C3 -1.51 -1.73 0.37  -0.63
H7 -1.14 -2.65 -0.08  0.23
H8 -0.69 -0.96 -2.33  0.24
C4 -1.20 -0.28 -1.65  -0.64
H9 -0.99 0.75 -1.97  0.23
O2 0.88 2.27 -0.67  -0.63
H10 0.79 0.12 1.92  0.24
O3 -1.20 0.66 0.55  -0.75
H11 -2.16 0.61 0.68  0.49
H12 2.79 2.36 -0.39  0.34
H13 1.37 -1.57 1.85  0.24
C5 -0.80 -0.50 -0.19  0.15
N1 1.99 2.53 0.22  -0.53

two is preferred energetically. Next in line: 0.0582 hartree higher.

one | Molecular formula: C4H12S2
Method: DFT, wB97M-V/def2-TZVPD

Properties
Highest occupied orbital energy = -8.12 eV
Molecular weight = 124.27 u
Structure (SMILES) = CSC.CSC
Orbital gap = 8.96 eV

Each line ends with the natural charge from an NBO analysis.
CARTESIAN COORDINATES (ANGSTROEM)
H1 4.64 14.35 11.40  0.21
C1 4.10 11.15 12.72  -0.76
H2 1.51 10.73 10.02  0.23
H3 5.75 12.95 11.27  0.20
H4 4.01 11.12 8.78  0.24
H5 1.02 11.09 11.70  0.22
H6 6.33 14.58 10.83  0.23
H7 4.83 10.55 13.28  0.24
H8 4.63 11.98 12.21  0.20
S1 3.32 10.07 11.52  0.19
H9 2.10 12.22 10.82  0.20
H10 3.10 12.26 9.82  0.20
C2 1.85 11.15 10.98  -0.71
C3 5.46 13.90 10.81  -0.74
C4 4.11 11.89 9.57  -0.76
H11 4.54 11.42 10.47  0.22
H12 3.37 11.58 13.43  0.23
S2 5.13 13.31 9.10  0.17

two | Molecular formula: C4H12S2
Method: DFT, wB97M-V/def2-TZVPD

Properties
Highest occupied orbital energy = -9.12 eV
Molecular weight = 124.27 u
Structure (SMILES) = CCS.CCS
Orbital gap = 9.90 eV

Each line ends with the natural charge from an NBO analysis.
CARTESIAN COORDINATES (ANGSTROEM)
H1 -0.23 2.04 0.37  0.10
H2 0.71 2.34 -2.70  0.22
H3 -0.05 -2.80 1.85  0.22
C1 0.69 1.74 -1.78  -0.51
S1 1.63 -1.09 2.10  -0.08
H4 -1.88 -0.81 0.94  0.22
S2 -0.33 2.80 -0.70  -0.03
H5 -1.75 -1.56 2.46  0.22
H6 1.71 1.63 -1.43  0.21
C2 -0.01 0.38 -1.99  -0.63
H7 -1.08 0.03 2.20  0.23
H8 0.69 -0.41 -1.72  0.20
H9 -0.19 0.16 -3.05  0.22
C3 0.04 -1.81 1.40  -0.48
H10 0.27 -1.96 0.33  0.22
H11 1.82 -0.03 1.31  0.11
C4 -1.17 -0.96 1.76  -0.65
H12 -0.88 0.30 -1.35  0.22

two is preferred energetically. Next in line: 0.0417 hartree higher.

one | Molecular formula: C3H9NO2
Method: DFT, wB97M-V/def2-TZVPD

Properties
Highest occupied orbital energy (alpha / beta) = -13.15 / -13.15 eV
Charge = +1
Molecular weight = 91.11 u
2S+1 = 2
Orbital gap (alpha / beta) = 8.29 / 3.22 eV

Each line ends with the natural charge from an NBO analysis.
CARTESIAN COORDINATES (ANGSTROEM)
C1 0.68 1.41 -0.11  -0.74
H1 -2.06 -1.82 -0.03  0.17
C2 2.07 1.18 -0.48  0.65
H2 -2.51 -0.12 0.93  0.18
H3 0.03 0.36 0.08  0.32
H4 0.26 2.03 -0.91  0.29
H5 3.19 0.30 -1.79  0.43
H6 -3.63 -1.54 0.90  0.20
H7 1.53 0.23 -2.24  0.41
H8 -1.16 -2.52 1.61  0.46
C3 -2.53 -1.21 0.85  -0.28
H9 0.57 1.71 0.87  0.29
O1 -1.82 -1.78 2.02  -0.73
N1 2.24 0.56 -1.75  -0.47
O2 3.13 1.20 0.03  -0.18

two | Molecular formula: C3H9NO2
Method: DFT, wB97M-V/def2-TZVPD

Properties
Highest occupied orbital energy (alpha / beta) = -14.52 / -14.52 eV
Charge = +1
Molecular weight = 91.11 u
2S+1 = 2
Orbital gap (alpha / beta) = 10.48 / 5.78 eV

Each line ends with the natural charge from an NBO analysis.
CARTESIAN COORDINATES (ANGSTROEM)
H1 1.16 4.16 1.58  0.48
C1 1.75 -0.69 -0.36  -0.47
C2 -0.72 -1.08 -0.28  0.66
H2 -1.79 -2.65 0.62  0.29
H3 0.07 0.67 -0.75  0.45
O1 -1.56 -0.72 -1.04  -0.32
O2 0.35 4.03 1.09  -0.95
H4 1.94 -1.29 -1.27  0.29
C3 -0.79 -2.25 0.64  -0.73
N1 0.40 -0.19 -0.32  -0.23
H5 -0.45 -1.95 1.62  0.27
H6 2.46 0.12 -0.32  0.27
H7 -0.07 -3.01 0.33  0.27
H8 0.52 4.28 0.17  0.47
H9 1.84 -1.42 0.44  0.26

two is preferred energetically. Next in line: 0.1033 hartree higher.